Entry 1:
Entry from the Open Molecules 2025 dataset: a molecular structure, C42H56N12O8S at a distorted geometry (ωB97M-V with the def2-TZVPD basis set).

Each line ends with the Mulliken charge.
Cartesian coordinates (Å):
S (23.25399, 0.88430, 56.72049)  -0.104
O (22.81407, 0.19137, 55.46934)  0.468
O (22.31084, 1.97252, 56.99199)  -0.478
O (23.16134, -0.06009, 57.81105)  -0.937
O (24.59007, 1.37487, 56.49073)  -1.329
N (26.66010, 1.55960, 58.21731)  0.571
C (27.50485, 2.63158, 58.23763)  -0.491
C (28.53714, 2.22566, 59.24336)  -0.910
C (28.25437, 0.79301, 59.62293)  -0.813
C (27.04638, 0.38318, 58.91900)  -0.862
H (25.88717, 1.62889, 57.57467)  0.085
H (27.54045, 3.49373, 57.71313)  0.678
H (29.38319, 2.84204, 59.44638)  0.421
H (28.80506, 0.14806, 60.24479)  0.499
H (26.78856, -0.52363, 58.63754)  0.954
N (20.98636, 3.83866, 55.28300)  0.800
C (20.74612, 5.13525, 55.88098)  -0.471
C (19.80108, 5.97312, 54.86246)  -1.162
C (19.45809, 5.01980, 53.85833)  -0.802
C (20.23853, 3.75895, 54.12576)  0.363
H (21.60661, 3.19421, 55.64409)  -0.212
H (21.37781, 5.48009, 56.68820)  0.448
H (19.44280, 6.90945, 54.96614)  0.550
H (18.76771, 4.93910, 52.98304)  0.373
H (20.43669, 2.64834, 53.64203)  -0.115
N (20.95142, -0.02871, 53.77573)  0.791
C (21.13863, -0.38683, 52.48202)  -0.433
C (19.78940, -0.34450, 51.78207)  -0.962
C (18.84380, 0.38714, 52.69138)  -0.811
C (19.70941, 0.36214, 54.09057)  -0.144
H (21.61992, 0.08339, 54.56115)  0.072
H (22.05927, -0.69541, 52.01964)  0.480
H (19.39186, -0.88145, 50.96154)  0.433
H (17.74693, 0.35381, 52.64457)  0.398
H (19.19505, 0.65235, 55.10596)  0.164
N (25.26230, 3.44386, 54.99387)  1.300
C (26.59344, 3.52934, 54.33855)  -0.867
C (26.67685, 4.82889, 53.68703)  -0.263
C (25.40391, 5.58775, 53.79076)  -1.496
C (24.59155, 4.64277, 54.82927)  -0.553
H (24.85821, 2.69275, 55.49826)  -0.112
H (27.24481, 2.79227, 54.03862)  0.561
H (27.75613, 5.13332, 53.18536)  0.176
H (25.30095, 6.50196, 53.46643)  0.704
H (23.78575, 4.84439, 55.40389)  0.707
N (23.13344, 4.08957, 58.36160)  0.966
C (24.35601, 4.67302, 58.37836)  -0.197
C (24.28912, 5.91305, 59.27067)  -1.084
C (22.73152, 5.92144, 59.79197)  -0.638
C (22.09720, 4.67604, 59.08193)  -0.525
H (22.78261, 3.22534, 57.74112)  -0.247
H (25.07846, 4.17682, 57.78937)  0.524
H (25.22982, 6.38701, 59.58389)  0.336
H (22.23482, 6.66350, 60.53321)  0.286
H (21.04595, 4.42465, 59.21965)  0.451
N (20.06326, 1.95569, 58.34381)  1.289
C (18.82776, 2.10701, 57.70145)  -0.512
C (17.70307, 1.76059, 58.66877)  -0.989
C (18.39617, 1.53409, 60.06292)  -1.039
C (19.92154, 1.70308, 59.78149)  -2.098
H (20.91262, 2.09319, 57.85209)  -0.069
H (18.68802, 2.33240, 56.70637)  0.692
H (16.67820, 1.76043, 58.48001)  0.512
H (17.89133, 1.23736, 60.99909)  0.341
H (20.68645, 1.61020, 60.19818)  2.144
N (28.26890, 0.51175, 56.16785)  0.455
C (29.69683, 0.45504, 55.93996)  -0.464
C (29.88515, -0.56256, 54.84663)  -0.599
C (28.51306, -0.88542, 54.41199)  -0.720
C (27.53664, -0.09022, 55.23818)  -0.609
H (27.99741, 1.09583, 56.91712)  0.196
H (30.55551, 0.91959, 56.59343)  0.260
H (30.79271, -1.01923, 54.31914)  0.275
H (28.38576, -1.59886, 53.60425)  0.392
H (26.54354, 0.06480, 55.14580)  0.855
N (23.99819, -1.71324, 54.18468)  1.063
C (23.85153, -3.12395, 54.26288)  -0.426
C (24.79197, -3.63076, 53.26990)  -1.046
C (25.47062, -2.42448, 52.56441)  -0.998
C (24.86037, -1.27889, 53.26518)  -0.619
H (23.36571, -1.12698, 54.59369)  -0.232
H (23.27524, -3.61242, 55.07409)  0.485
H (25.32106, -4.52918, 53.33963)  0.372
H (26.23505, -2.44154, 51.80778)  0.476
H (25.07206, -0.29708, 53.09612)  0.842
N (23.45940, -2.47424, 58.23769)  0.461
C (24.49198, -3.04624, 57.45165)  -0.713
C (24.31456, -4.60289, 57.79840)  -0.681
C (23.31428, -4.74337, 58.74714)  -0.905
C (22.76307, -3.43376, 58.95847)  -0.134
H (23.36458, -1.33397, 57.93532)  0.350
H (25.16774, -2.73499, 56.65834)  0.733
H (24.78166, -5.51344, 57.22827)  0.185
H (23.03791, -5.66176, 59.19292)  0.465
H (21.88861, -2.93336, 59.55220)  0.169
N (22.71149, -0.32766, 60.44275)  1.076
C (21.50949, -0.78701, 61.04820)  -0.026
C (21.78095, -0.99971, 62.53893)  -1.140
C (23.12814, -0.51481, 62.68646)  -0.558
C (23.71168, -0.06679, 61.33418)  -0.381
H (22.87116, -0.13146, 59.44612)  0.331
H (20.43949, -0.94840, 60.57117)  0.184
H (21.27052, -1.49638, 63.32511)  0.442
H (23.72972, -0.30173, 63.66094)  0.211
H (24.66772, 0.30391, 60.96286)  0.318
C (20.26440, -1.23299, 57.22699)  0.862
N (19.10318, -2.10350, 57.55695)  1.130
O (18.12728, -1.99720, 56.78955)  -0.690
O (19.14393, -2.86828, 58.40774)  -0.656
H (20.70965, -0.66915, 58.11734)  -0.163
H (20.08323, -0.48887, 56.41244)  -0.866
H (20.93897, -1.97649, 56.91440)  0.309
C (23.33582, 2.32088, 52.40563)  -0.526
N (22.68011, 2.33446, 51.00736)  0.948
O (22.78871, 1.39879, 50.26660)  -0.548
O (21.73278, 3.16014, 50.88379)  -0.555
H (24.29910, 2.61610, 52.17112)  0.650
H (23.35355, 1.41878, 53.09731)  -0.090
H (22.88844, 3.02508, 53.14875)  0.037

Forces on the atoms, in the same order (eV/Å):
S -1.42 -0.92 -3.39
O 0.40 1.08 1.63
O 0.02 0.68 -0.39
O 0.31 0.36 1.21
O 0.95 0.30 0.39
N -0.20 -0.42 -0.58
C 3.40 -5.38 6.59
C -3.02 -2.01 -2.30
C -2.57 2.72 -2.85
C 4.34 8.12 1.82
H -0.53 -0.74 -0.02
H -0.83 2.43 -1.72
H 0.42 0.05 0.45
H 0.71 -0.46 0.59
H -1.95 -4.03 -0.94
N -4.01 6.66 -1.10
C -1.83 0.77 -4.24
C 3.74 -7.79 1.99
C 2.23 -3.59 0.65
C 0.28 -1.19 -0.46
H 1.33 -1.78 0.83
H -0.25 0.04 0.01
H -0.94 2.84 0.62
H 0.70 0.84 1.02
H -1.39 3.40 0.57
N -1.01 0.70 0.65
C -4.32 -0.55 -2.32
C 0.97 2.72 5.08
C 5.01 -3.43 3.09
C -5.27 1.16 -3.70
H 0.39 -0.28 -0.83
H 0.23 -0.11 0.46
H 0.49 -0.05 -1.19
H 0.68 0.27 0.04
H 1.88 -0.57 -2.13
N 3.02 4.04 -3.14
C -3.91 4.62 -0.10
C -0.05 -0.96 0.30
C 1.56 -9.87 5.78
C 5.79 1.14 -5.23
H 0.00 -1.08 0.64
H 0.99 -2.17 0.26
H -3.31 -0.68 1.07
H -1.18 4.68 -1.28
H -2.70 0.69 1.35
N -3.42 -1.53 -0.80
C -2.35 3.83 3.49
C -3.75 -4.25 -1.15
C 2.23 -2.92 -2.73
C 4.26 5.36 2.78
H 1.70 1.93 1.39
H 1.04 0.08 -0.27
H -0.97 0.20 -0.04
H 1.04 -1.56 -1.61
H 0.60 -0.57 -0.59
N -4.65 0.22 2.97
C -2.11 -2.43 6.26
C 7.45 0.76 1.55
C 3.29 0.96 -4.77
C -16.56 1.25 -9.68
H 0.89 -0.04 -0.16
H 0.20 0.52 -1.99
H -1.32 0.01 -0.34
H 0.64 0.33 -0.70
H 11.41 -1.52 7.20
N 4.95 0.96 -0.82
C 0.35 -2.96 -1.53
C -2.72 1.85 1.38
C 0.38 2.14 2.01
C 5.88 -3.41 -2.21
H -0.72 0.53 0.31
H -2.50 -0.92 -1.12
H -1.33 1.10 1.26
H -0.72 0.35 0.17
H -3.03 0.07 -0.09
N 0.44 -4.10 -0.90
C 3.06 0.87 -2.57
C -0.22 4.69 0.85
C -3.86 -0.02 4.36
C 1.87 -5.50 -2.49
H -1.52 1.80 1.62
H 0.53 0.53 -0.88
H -0.01 -1.68 -0.32
H 0.01 0.07 0.06
H 0.21 2.58 -0.28
N 2.38 -0.23 -2.65
C -2.61 -6.45 2.83
C 1.91 2.61 -2.56
C -0.51 3.03 -0.54
C -0.58 1.65 0.43
H -0.48 -3.01 1.38
H -0.54 0.83 0.48
H -0.53 2.11 1.30
H -0.54 -0.53 0.38
H 1.80 -1.79 -0.84
N -1.90 0.00 1.45
C -0.04 -1.03 2.68
C 2.87 2.22 -5.18
C 2.30 1.62 -1.52
C -3.15 -2.05 3.42
H -0.61 -0.09 0.64
H 2.94 0.37 0.53
H -0.90 -0.05 0.14
H -1.30 -0.79 -1.88
H -0.31 -0.16 0.51
C 0.52 1.91 0.86
N -2.30 4.09 -4.95
O 0.75 0.16 0.38
O 0.91 -3.41 4.47
H -1.03 -1.17 -0.97
H -0.34 -1.12 0.92
H 1.44 -0.63 -0.50
C -0.99 0.00 1.62
N -4.94 0.18 2.53
O 1.54 -0.28 -0.53
O 2.53 -0.66 0.02
H 2.19 0.58 0.05
H -0.27 0.08 -2.13
H -0.01 0.19 -1.60

Results
Relative energy (zero: lowest compared OMol25 entry of this formula, charge and spin) in kcal/mol: 17.6
Electronic energy in Ha: -3290.35690
Net charge: -2

Entry 2:
Entry from the Open Molecules 2025 dataset: a molecular structure, C42H56N5NiOP3S3 at a distorted geometry (ωB97M-V with the def2-TZVPD basis set).

Each line ends with the Mulliken charge.
Cartesian coordinates (Å):
Ni (0.38474, 0.37266, 0.46769)  0.831
S (-0.80484, 1.76449, 2.34331)  -0.407
P (-1.88020, 0.10461, 2.17693)  -0.325
C (-1.11987, -0.78412, 0.84863)  0.315
P (-1.69431, -2.45934, 0.64809)  2.820
S (-0.88793, -3.40667, -0.85183)  -0.937
C (-1.23789, -3.31949, 2.19136)  -0.165
C (-2.05950, -4.19967, 2.88028)  -0.183
C (-1.57599, -4.82591, 4.01608)  -0.819
C (-0.27539, -4.60284, 4.43792)  -0.586
C (0.55834, -3.76177, 3.71844)  -0.552
C (0.07585, -3.11755, 2.59788)  -0.198
C (-3.51606, -2.58796, 0.57278)  -0.043
C (-4.10808, -2.91378, -0.63910)  -0.784
C (-5.48480, -3.00051, -0.73611)  -0.685
C (-6.27348, -2.75582, 0.37475)  -0.702
C (-5.68491, -2.43230, 1.58712)  -0.718
C (-4.30980, -2.35127, 1.68766)  -0.173
C (-3.58795, 0.66368, 1.87308)  1.109
C (-4.22010, 1.36255, 2.89347)  -0.651
C (-5.48622, 1.87688, 2.69315)  -1.001
C (-6.09796, 1.74270, 1.45680)  -0.610
C (-5.43905, 1.10393, 0.41933)  -1.067
C (-4.18404, 0.55910, 0.62475)  -0.160
C (-1.83114, -0.65015, 3.84738)  1.071
C (-2.91689, -1.03657, 4.62033)  -0.088
C (-2.70616, -1.55307, 5.88711)  -0.988
C (-1.42465, -1.67689, 6.39350)  -0.692
C (-0.34070, -1.28048, 5.62698)  -0.737
C (-0.54305, -0.77336, 4.36023)  -1.099
H (-3.06738, -4.38942, 2.53660)  0.537
H (-2.22024, -5.49507, 4.57035)  0.418
H (0.09097, -5.09275, 5.32748)  0.402
H (1.57945, -3.59851, 4.03330)  0.466
H (0.69546, -2.43446, 2.02569)  0.231
H (-3.47706, -3.12197, -1.49237)  0.372
H (-5.94542, -3.27256, -1.67465)  0.424
H (-7.34733, -2.83390, 0.30554)  0.400
H (-6.29846, -2.25720, 2.45992)  0.424
H (-3.83641, -2.13298, 2.63341)  0.456
H (-3.70591, 1.48777, 3.83718)  0.589
H (-5.99632, 2.37465, 3.50494)  0.408
H (-7.08761, 2.14666, 1.30409)  0.447
H (-5.91697, 1.01734, -0.54542)  0.495
H (-3.66531, 0.04528, -0.17475)  0.602
H (-3.92850, -0.91121, 4.26042)  0.393
H (-3.55493, -1.84816, 6.48599)  0.438
H (-1.27542, -2.07332, 7.38710)  0.394
H (0.66049, -1.36171, 6.02273)  0.462
H (0.29463, -0.44466, 3.75426)  0.292
C (4.86455, -0.70320, -3.95629)  -1.158
C (4.36373, -1.61552, -2.84310)  -0.313
N (3.73857, -0.86588, -1.76722)  0.001
C (2.53068, -1.06749, -1.19310)  0.362
S (2.45662, -0.85054, 0.49124)  -0.680
N (1.43217, -1.40455, -1.84369)  0.736
C (1.17652, -1.53138, -3.26130)  -0.704
C (1.02243, -2.99082, -3.68791)  -0.926
H (5.36663, -1.29352, -4.71583)  0.395
H (5.57015, 0.02025, -3.55843)  0.330
H (4.04386, -0.16586, -4.42126)  0.240
H (5.20822, -2.17507, -2.42603)  0.407
H (3.65769, -2.34427, -3.23302)  -0.001
H (4.39559, -0.46589, -1.11229)  0.382
H (0.61807, -1.63053, -1.24808)  -0.636
H (1.96342, -1.02335, -3.82156)  0.424
H (0.23247, -1.01259, -3.45478)  0.343
H (1.95951, -3.53608, -3.61920)  0.215
H (0.66600, -3.04875, -4.71202)  0.412
H (0.29828, -3.47053, -3.03734)  0.117
O (0.90591, 1.66369, -1.03806)  -1.418
P (1.14348, 3.06524, -0.60051)  -0.626
N (1.58677, 3.94743, -1.94397)  0.195
C (2.43327, 3.42380, -3.01118)  -0.294
C (2.91852, 4.66015, -3.78250)  -0.664
C (1.97923, 5.77954, -3.33074)  -0.814
C (1.67285, 5.39442, -1.88817)  -0.282
N (-0.19657, 3.79114, 0.01197)  0.706
C (-1.50325, 3.39260, -0.49974)  -0.290
C (-2.49535, 4.19719, 0.33563)  -0.186
C (-1.69637, 5.43652, 0.73149)  -0.913
C (-0.31407, 4.85015, 0.99766)  -0.578
N (2.33788, 3.31849, 0.55501)  0.384
C (3.74904, 3.38922, 0.21797)  -0.166
C (4.35836, 3.75269, 1.56683)  -0.896
C (3.59419, 2.83187, 2.52077)  -0.885
C (2.23478, 2.63011, 1.83611)  0.901
H (1.83439, 2.76001, -3.64168)  0.367
H (3.27467, 2.84272, -2.61998)  0.119
H (2.87931, 4.50712, -4.85938)  0.354
H (3.94643, 4.90495, -3.50698)  0.315
H (1.06172, 5.76405, -3.91821)  0.323
H (2.43200, 6.76661, -3.40821)  0.386
H (0.72824, 5.80592, -1.52750)  0.101
H (2.47909, 5.74309, -1.22385)  0.216
H (-1.64956, 2.31241, -0.38011)  -0.115
H (-1.57841, 3.63597, -1.56727)  0.431
H (-2.76299, 3.63090, 1.22869)  -0.167
H (-3.40296, 4.43475, -0.21540)  0.503
H (-2.10540, 5.93120, 1.60925)  0.429
H (-1.66686, 6.14968, -0.09483)  0.324
H (-0.29157, 4.42762, 2.00888)  0.465
H (0.49891, 5.57157, 0.90186)  0.397
H (3.93580, 4.13772, -0.55127)  0.337
H (4.15583, 2.42465, -0.12408)  -0.013
H (4.13188, 4.79623, 1.79074)  0.298
H (5.43602, 3.60575, 1.60579)  0.412
H (3.47587, 3.27498, 3.50726)  0.347
H (4.11990, 1.88422, 2.63180)  0.333
H (1.41549, 3.06015, 2.41369)  0.092
H (2.00659, 1.54824, 1.70805)  -0.800

Forces on the atoms, in the same order (eV/Å):
Ni -0.70 -0.43 0.50
S 0.52 0.36 -0.20
P 0.36 -0.50 -1.27
C -1.41 -0.36 1.01
P 0.48 1.16 0.72
S 0.22 -0.34 -0.59
C -0.10 -0.09 -0.43
C 0.11 0.10 -0.06
C -0.03 -0.14 0.16
C -0.01 -0.13 0.04
C 0.07 -0.09 -0.12
C 0.03 -0.10 -0.06
C 0.36 -0.06 -0.12
C 0.03 -0.01 -0.03
C -0.13 0.03 -0.06
C -0.06 0.01 0.09
C -0.12 -0.03 0.16
C 0.11 -0.11 -0.09
C 0.34 0.04 0.22
C -0.06 -0.15 -0.01
C -0.09 0.07 0.15
C -0.07 0.04 0.01
C -0.11 0.02 -0.06
C 0.13 -0.03 -0.03
C -0.03 0.15 -0.30
C 0.08 0.09 -0.07
C -0.11 -0.06 0.20
C -0.08 0.02 0.03
C 0.01 0.08 0.08
C -0.03 0.09 0.10
H 0.01 -0.05 0.03
H 0.00 -0.04 0.06
H 0.04 -0.06 0.11
H 0.07 0.00 0.06
H 0.02 -0.09 0.08
H 0.03 0.00 -0.03
H -0.03 -0.01 -0.09
H -0.14 0.01 -0.03
H -0.06 0.04 0.05
H -0.09 0.00 0.02
H -0.08 0.07 0.09
H -0.05 0.11 0.03
H -0.10 0.04 -0.04
H -0.01 -0.03 -0.10
H 0.03 0.00 0.01
H -0.04 -0.01 -0.03
H -0.08 -0.04 0.08
H 0.03 -0.04 0.08
H 0.11 -0.04 0.02
H -0.03 -0.05 0.07
C -0.09 -0.25 0.18
C 0.02 0.02 -0.41
N 0.07 0.07 -0.05
C -0.17 -0.06 -0.20
S -0.04 0.31 0.52
N 0.13 -0.01 0.37
C -0.02 -0.13 -0.38
C 0.05 0.23 0.04
H 0.12 -0.05 -0.15
H 0.11 0.14 0.01
H -0.12 0.11 -0.05
H -0.12 -0.02 -0.02
H 0.01 -0.02 0.05
H -0.16 -0.11 0.03
H 0.39 -0.16 -0.23
H -0.09 0.05 0.04
H 0.14 0.05 0.02
H 0.14 -0.09 0.04
H -0.04 0.01 -0.16
H -0.01 -0.09 -0.10
O -0.15 -0.90 0.15
P 0.34 2.07 0.22
N 0.03 -0.38 0.65
C 0.05 -0.46 -0.31
C -0.05 0.05 0.04
C 0.03 -0.05 0.10
C -0.13 0.41 0.07
N 0.74 -0.46 -0.36
C -0.45 -0.41 -0.32
C -0.02 0.03 -0.03
C 0.00 -0.11 0.00
C 0.24 0.25 0.41
N -0.78 -0.18 -0.88
C 0.44 0.20 -0.18
C 0.03 -0.06 -0.04
C 0.07 0.11 -0.02
C -0.46 -0.42 0.59
H 0.13 -0.01 0.01
H -0.02 -0.03 -0.06
H 0.11 -0.03 -0.01
H -0.01 -0.03 -0.02
H -0.05 0.03 -0.01
H -0.04 0.03 -0.03
H 0.07 0.07 0.01
H -0.07 -0.01 0.00
H -0.04 0.16 -0.04
H -0.05 0.00 0.03
H -0.01 -0.03 -0.03
H -0.04 -0.04 -0.03
H 0.02 0.10 0.03
H 0.05 0.06 -0.02
H 0.05 0.10 -0.01
H -0.02 0.02 0.02
H -0.02 0.00 -0.05
H -0.10 0.02 -0.02
H 0.06 0.03 -0.04
H 0.04 0.02 -0.03
H 0.03 -0.06 0.06
H -0.05 -0.05 0.01
H 0.13 -0.10 0.00
H 0.26 0.62 0.19

Results
Multiplicity: 3
Relative energy (zero: lowest compared OMol25 entry of this formula, charge and spin) in kcal/mol: 29.2
Electronic energy in Ha: -5710.13667